Entry 1:
S2 | ωB97M-V/def2-TZVPD

Summary:
gap between HOMO and LUMO	5.535	eV
HOMO	-0.3543	Eh
energy relative to the best compared isomer or geometry (same formula, charge and spin)	2.928	eV
calculated total energy	-796.21335	a.u.
multiplicity	1

Cartesian coordinates (Å):
S 0.000 0.000 1.258
S 0.000 0.000 -1.258

How is the electron density shared among the atoms? According to Löwdin, the charges in e are: atom 1 (S): 0.000, atom 2 (S): 0.000

Entry 2:
S2 | ωB97M-V/def2-TZVPD

Summary:
gap between HOMO and LUMO	4.683	eV
HOMO	-0.3568	Eh
energy relative to the best compared isomer or geometry (same formula, charge and spin)	6.261	eV
calculated total energy	-796.09087	a.u.
multiplicity	1

Cartesian coordinates (Å):
S -1.455 -0.050 -0.668
S 1.455 0.050 0.668

How is the electron density shared among the atoms? According to Löwdin, the charges in e are: atom 1 (S): 0.000, atom 2 (S): 0.000

The lowest calculated total energy belongs to which entry? number 1